A 11-piece molecular cluster, C33H73N7O17S2 overall at a distorted geometry. Source: OMol25; level of theory: wB97M-V/def2-TZVPD.

Each line ends with the Mulliken charge.
Cartesian coordinates (Å):
O (-21.25, 14.77, -9.41)  -0.511
S (-21.54, 13.42, -9.17)  1.059
O (-22.81, 13.00, -8.72)  -0.579
O (-21.08, 12.51, -10.39)  -0.383
C (-20.58, 11.25, -9.92)  -0.339
C (-20.21, 11.48, -8.43)  0.017
O (-20.41, 12.85, -8.18)  -0.119
H (-21.35, 10.49, -10.03)  0.301
H (-19.71, 11.05, -10.53)  0.305
H (-19.19, 11.19, -8.19)  0.024
H (-20.89, 10.88, -7.82)  0.177
O (-12.17, 8.86, -4.69)  -0.275
S (-11.87, 8.50, -6.01)  0.842
O (-10.52, 8.42, -6.42)  -0.605
O (-12.59, 7.14, -6.40)  -0.376
C (-13.89, 7.41, -6.91)  -0.065
C (-13.64, 8.64, -7.78)  -0.293
O (-12.72, 9.42, -6.99)  -0.177
H (-14.25, 6.55, -7.47)  0.204
H (-14.61, 7.57, -6.11)  0.109
H (-14.53, 9.24, -7.94)  0.261
H (-13.16, 8.38, -8.73)  0.364
C (-13.57, 13.32, -2.08)  -1.249
N (-15.00, 13.52, -1.92)  -0.043
C (-15.61, 13.81, -0.73)  0.868
C (-14.91, 14.74, 0.20)  -1.258
O (-16.69, 13.32, -0.44)  -0.613
H (-13.08, 14.20, -2.53)  0.316
H (-13.41, 12.45, -2.71)  0.353
H (-13.09, 13.12, -1.13)  0.472
H (-15.62, 13.01, -2.53)  -0.090
H (-13.94, 15.07, -0.16)  0.400
H (-14.75, 14.21, 1.14)  0.317
H (-15.54, 15.61, 0.38)  0.298
C (-12.40, 12.86, -7.51)  -0.983
N (-13.26, 14.03, -7.48)  -0.179
C (-14.57, 13.96, -7.82)  0.572
C (-15.40, 15.23, -7.73)  -0.672
O (-15.10, 12.89, -8.06)  -0.668
H (-12.30, 12.45, -6.50)  0.273
H (-11.41, 13.21, -7.81)  0.402
H (-12.70, 12.13, -8.26)  0.286
H (-12.83, 14.93, -7.36)  0.243
H (-15.97, 15.17, -6.81)  0.070
H (-16.13, 15.05, -8.52)  0.224
H (-14.87, 16.16, -7.88)  0.446
C (-16.36, 4.41, -6.58)  -0.871
N (-17.40, 5.41, -6.54)  -0.193
C (-17.52, 6.41, -7.45)  0.702
C (-18.50, 7.49, -7.04)  -0.542
O (-16.80, 6.50, -8.43)  -0.656
H (-16.05, 4.22, -7.61)  0.324
H (-16.82, 3.52, -6.15)  0.340
H (-15.51, 4.64, -5.94)  0.260
H (-17.92, 5.49, -5.69)  0.211
H (-19.08, 7.28, -6.15)  0.289
H (-19.10, 7.88, -7.86)  0.280
H (-17.80, 8.29, -6.78)  -0.090
C (-24.71, 11.63, -2.09)  -1.064
N (-23.26, 11.62, -1.95)  -0.007
C (-22.50, 12.73, -2.10)  0.371
C (-21.01, 12.49, -2.18)  -0.100
O (-22.97, 13.85, -2.11)  -0.676
H (-24.97, 10.74, -2.66)  0.340
H (-25.08, 12.50, -2.62)  0.347
H (-25.20, 11.55, -1.11)  0.292
H (-22.82, 10.71, -1.93)  0.262
H (-20.55, 12.02, -1.31)  0.077
H (-20.54, 13.45, -2.36)  -0.043
H (-20.79, 11.77, -2.97)  0.239
C (-10.25, 8.90, -1.87)  -0.940
N (-11.57, 8.32, -1.76)  -0.117
C (-12.64, 9.02, -1.32)  0.720
C (-13.92, 8.26, -1.10)  -0.703
O (-12.60, 10.23, -1.15)  -0.657
H (-10.12, 9.78, -1.25)  0.289
H (-10.11, 9.26, -2.90)  0.237
H (-9.49, 8.15, -1.70)  0.376
H (-11.65, 7.33, -1.86)  0.223
H (-14.14, 8.18, -0.03)  0.326
H (-13.95, 7.26, -1.52)  0.354
H (-14.71, 8.85, -1.56)  -0.081
C (-18.17, 19.59, -2.70)  -0.851
N (-18.13, 18.28, -2.09)  -0.167
C (-18.23, 17.14, -2.80)  0.341
C (-18.13, 15.84, -2.04)  -0.033
O (-18.46, 17.12, -4.00)  -0.772
H (-17.16, 19.99, -2.84)  0.286
H (-18.71, 20.31, -2.08)  0.336
H (-18.71, 19.53, -3.64)  0.253
H (-18.05, 18.23, -1.09)  0.252
H (-19.04, 15.28, -2.19)  -0.078
H (-17.95, 15.95, -0.97)  0.357
H (-17.30, 15.34, -2.55)  -0.112
C (-18.76, 15.57, -7.25)  -0.842
N (-18.43, 16.97, -6.98)  0.095
C (-17.86, 17.82, -7.85)  0.824
C (-17.59, 19.21, -7.33)  -0.999
O (-17.62, 17.54, -9.02)  -0.662
H (-18.06, 15.08, -6.56)  -0.003
H (-18.69, 15.24, -8.27)  0.370
H (-19.72, 15.34, -6.80)  0.353
H (-18.42, 17.23, -6.01)  0.281
H (-18.32, 19.90, -7.73)  0.255
H (-16.61, 19.54, -7.68)  0.326
H (-17.57, 19.25, -6.24)  0.172
C (-20.25, 8.96, 0.89)  -0.862
C (-19.12, 8.87, -0.14)  -0.147
C (-19.89, 8.47, -1.38)  -0.518
O (-21.01, 9.31, -1.36)  -0.416
C (-21.42, 9.48, 0.04)  -0.340
H (-20.02, 9.64, 1.71)  0.341
H (-20.55, 8.04, 1.38)  0.280
H (-18.27, 8.26, 0.16)  0.446
H (-18.78, 9.90, -0.22)  0.052
H (-20.22, 7.42, -1.36)  0.368
H (-19.24, 8.56, -2.25)  0.174
H (-22.33, 8.89, 0.13)  0.338
H (-21.68, 10.53, 0.14)  0.317
C (-17.77, 12.22, -3.99)  0.251
C (-16.86, 12.08, -5.23)  0.218
C (-16.98, 10.57, -5.47)  0.238
O (-17.36, 9.94, -4.24)  -0.313
C (-17.52, 10.93, -3.25)  0.620
H (-18.77, 12.30, -4.42)  0.483
H (-17.61, 13.08, -3.34)  -0.557
H (-15.80, 12.29, -5.04)  -0.099
H (-17.23, 12.75, -6.00)  0.241
H (-16.03, 10.12, -5.77)  0.026
H (-17.76, 10.36, -6.20)  -0.447
H (-16.61, 11.04, -2.63)  -0.005
H (-18.28, 10.75, -2.49)  -0.520

As for the SMILES: O=S1(=O)OCCO1.O=S1(=O)OCCO1.CNC(C)=O.CNC(C)=O.CNC(C)=O.CNC(C)=O.CNC(C)=O.CNC(C)=O.CNC(C)=O.C1CCOC1.C1CCOC1. The LUMO energy is 0.1 eV. As for the HOMO-LUMO gap: 8.783 eV. The HOMO energy is -8.6798 eV. As for the calculated total energy: -3759.9631 Eh. Its energy above the lowest of the compared OMol25 structures with the same formula, charge and spin is 0.0 kcal per mole.

=====

A 8-piece molecular cluster, C33H74IN8O9 overall. Source: OMol25; level of theory: wB97M-V/def2-TZVPD.

Each line ends with the Mulliken charge.
Cartesian coordinates (Å):
C (4.36, 2.27, -0.73)  -0.722
C (4.23, 2.24, -2.26)  -0.506
C (4.06, 0.81, -2.76)  0.182
O (3.26, 0.79, -3.95)  -0.480
C (2.74, -0.49, -4.24)  -0.550
C (1.25, -0.59, -3.87)  -0.027
C (0.67, 0.73, -3.34)  -0.604
O (-0.54, 0.47, -2.65)  -0.573
C (-0.25, -0.11, -1.38)  0.604
C (0.04, 0.90, -0.29)  -1.138
C (0.87, -1.16, -1.48)  -1.159
N (0.87, -1.68, -2.88)  0.526
C (1.52, -3.03, -3.10)  -1.286
C (2.39, -3.60, -1.98)  -0.079
C (3.73, -2.93, -1.70)  -1.200
I (2.79, -5.63, -2.63)  0.174
H (3.63, 2.96, -0.31)  -0.064
H (5.35, 2.56, -0.39)  0.352
H (4.14, 1.30, -0.27)  0.248
H (5.13, 2.66, -2.70)  0.458
H (3.36, 2.81, -2.58)  0.298
H (3.54, 0.24, -1.98)  -0.315
H (5.03, 0.34, -2.98)  0.444
H (2.84, -0.63, -5.32)  0.330
H (3.35, -1.26, -3.77)  0.087
H (0.68, -0.83, -4.77)  0.642
H (0.45, 1.38, -4.19)  0.564
H (1.37, 1.25, -2.69)  0.201
H (-1.15, -0.66, -1.08)  0.451
H (1.06, 1.30, -0.37)  0.077
H (-0.66, 1.72, -0.32)  0.354
H (-0.03, 0.39, 0.67)  0.249
H (0.60, -1.95, -0.78)  0.688
H (1.83, -0.72, -1.23)  -0.272
H (-0.13, -1.83, -3.05)  0.411
H (2.08, -3.04, -4.03)  0.590
H (0.70, -3.74, -3.25)  0.444
H (1.84, -3.74, -1.06)  0.459
H (4.31, -2.75, -2.60)  0.377
H (4.32, -3.58, -1.06)  0.587
H (3.59, -2.01, -1.13)  0.180
C (1.15, 4.43, -0.24)  0.399
O (1.75, 3.73, 0.55)  -0.707
N (1.29, 5.75, -0.37)  0.158
C (0.53, 6.52, -1.33)  -0.945
C (2.25, 6.44, 0.49)  -0.999
H (0.40, 4.01, -0.95)  0.093
H (1.20, 7.02, -2.03)  0.342
H (-0.07, 7.28, -0.82)  0.348
H (-0.13, 5.86, -1.89)  0.299
H (3.25, 6.04, 0.34)  0.364
H (1.97, 6.29, 1.54)  0.307
H (2.25, 7.50, 0.26)  0.353
C (5.87, 8.31, -0.48)  0.112
O (4.95, 7.58, -0.15)  -0.593
N (5.97, 9.60, -0.12)  0.116
C (7.09, 10.43, -0.54)  -0.906
C (4.93, 10.18, 0.71)  -0.887
H (6.70, 7.97, -1.10)  0.261
H (7.63, 10.81, 0.33)  0.336
H (6.73, 11.28, -1.12)  0.334
H (7.77, 9.85, -1.15)  0.290
H (4.85, 9.64, 1.65)  0.288
H (3.96, 10.12, 0.21)  0.257
H (5.16, 11.22, 0.91)  0.371
C (-2.14, -2.94, 1.11)  0.053
O (-1.74, -1.82, 0.82)  -0.516
N (-2.96, -3.67, 0.34)  0.226
C (-3.41, -5.00, 0.73)  -0.878
C (-3.43, -3.12, -0.92)  -0.586
H (-1.85, -3.44, 2.04)  0.337
H (-3.10, -5.73, -0.01)  0.333
H (-4.49, -5.02, 0.82)  0.330
H (-2.97, -5.26, 1.70)  0.288
H (-2.58, -2.89, -1.57)  -0.028
H (-3.98, -2.19, -0.74)  0.303
H (-4.07, -3.84, -1.41)  0.284
C (-3.40, 0.81, 4.64)  0.021
O (-3.89, 1.16, 3.58)  -0.611
N (-2.23, 0.16, 4.76)  0.228
C (-1.69, -0.23, 6.05)  -0.860
C (-1.49, -0.14, 3.55)  -1.060
H (-3.89, 1.00, 5.61)  0.300
H (-0.72, 0.25, 6.21)  0.326
H (-1.57, -1.31, 6.09)  0.321
H (-2.36, 0.07, 6.85)  0.211
H (-1.24, 0.78, 3.02)  0.323
H (-2.08, -0.76, 2.89)  0.264
H (-0.57, -0.66, 3.81)  0.456
C (-5.99, -5.65, -3.32)  0.105
O (-4.89, -5.40, -2.86)  -0.622
N (-6.71, -4.82, -4.09)  0.124
C (-8.01, -5.18, -4.61)  -0.922
C (-6.15, -3.52, -4.42)  -0.865
H (-6.50, -6.61, -3.13)  0.288
H (-8.01, -5.17, -5.70)  0.342
H (-8.77, -4.48, -4.26)  0.347
H (-8.28, -6.18, -4.28)  0.290
H (-5.20, -3.64, -4.95)  0.281
H (-5.96, -2.95, -3.51)  0.238
H (-6.85, -2.98, -5.05)  0.378
C (-3.15, 2.00, 8.49)  -0.082
O (-2.60, 1.17, 9.18)  -0.629
N (-2.78, 3.29, 8.40)  0.122
C (-3.48, 4.23, 7.54)  -0.950
C (-1.65, 3.74, 9.19)  -0.949
H (-4.02, 1.76, 7.85)  0.497
H (-2.79, 4.65, 6.80)  0.331
H (-3.89, 5.05, 8.14)  0.354
H (-4.29, 3.73, 7.03)  0.343
H (-0.75, 3.18, 8.93)  0.292
H (-1.84, 3.58, 10.25)  0.300
H (-1.48, 4.80, 9.01)  0.391
C (-0.04, -10.63, -1.52)  0.121
O (-0.97, -11.23, -2.01)  -0.569
N (-0.05, -9.30, -1.26)  0.137
C (1.09, -8.62, -0.67)  -0.585
C (-1.24, -8.55, -1.58)  -0.962
H (0.91, -11.12, -1.24)  0.264
H (0.81, -8.16, 0.28)  0.319
H (1.45, -7.84, -1.34)  -0.035
H (1.90, -9.33, -0.49)  0.313
H (-2.10, -8.94, -1.03)  0.297
H (-1.46, -8.62, -2.64)  0.323
H (-1.09, -7.50, -1.31)  0.321

The LUMO energy is -2.5 eV. As for the HOMO-LUMO gap: 7.977 eV. The HOMO energy is -10.4873 eV. As for the calculated total energy: -2714.4356 Eh. The total charge is +1.

=====

A 11-piece molecular cluster, C33H74O33S4 overall at a distorted geometry. Source: OMol25; level of theory: wB97M-V/def2-TZVPD.

Each line ends with the Mulliken charge.
Cartesian coordinates (Å):
C (18.86, 12.43, 18.90)  -0.544
C (20.32, 12.62, 18.57)  0.496
O (20.93, 13.61, 19.44)  -0.443
S (21.19, 15.06, 18.91)  1.173
C (19.69, 15.82, 18.72)  -0.122
O (21.86, 15.71, 19.99)  -0.722
O (21.85, 14.95, 17.60)  -0.609
H (18.30, 13.34, 18.49)  -0.124
H (18.73, 12.24, 19.95)  0.419
H (18.35, 11.68, 18.37)  0.183
H (20.89, 11.68, 18.72)  0.406
H (20.44, 12.91, 17.54)  -0.495
H (19.84, 16.90, 18.80)  0.424
H (19.19, 15.45, 19.61)  0.410
H (19.25, 15.50, 17.80)  -0.724
C (16.59, 8.95, 16.24)  0.085
C (15.46, 8.18, 16.98)  -0.265
O (15.03, 7.13, 16.10)  -0.220
S (14.08, 6.07, 16.74)  1.261
C (12.87, 7.04, 17.59)  -0.783
O (13.52, 5.32, 15.67)  -0.659
O (14.91, 5.38, 17.70)  -0.694
H (17.53, 8.36, 16.23)  0.471
H (16.75, 9.95, 16.58)  -0.529
H (16.29, 9.10, 15.18)  -0.456
H (15.87, 7.78, 17.95)  0.532
H (14.60, 8.83, 17.22)  0.211
H (12.11, 6.28, 17.81)  0.425
H (12.65, 7.91, 16.95)  0.130
H (13.30, 7.34, 18.57)  0.344
C (21.43, 12.52, 15.00)  -0.760
C (21.58, 12.32, 13.44)  0.098
O (21.75, 13.60, 12.76)  -0.174
S (22.85, 14.61, 13.01)  1.238
C (23.46, 14.84, 11.33)  -1.044
O (22.19, 15.89, 13.16)  -0.544
O (23.86, 14.13, 13.90)  -0.686
H (20.50, 13.05, 15.22)  -0.304
H (22.31, 13.04, 15.39)  0.503
H (21.31, 11.50, 15.41)  0.621
H (22.38, 11.63, 13.14)  0.401
H (20.71, 11.90, 12.97)  -0.588
H (24.28, 14.13, 10.99)  0.319
H (23.88, 15.77, 11.42)  0.544
H (22.62, 14.77, 10.59)  0.095
C (14.98, 12.05, 19.15)  -0.884
C (14.02, 13.20, 18.93)  -0.492
O (14.71, 14.27, 18.20)  -0.126
S (15.50, 15.36, 19.04)  0.906
C (14.34, 16.73, 18.77)  -1.132
O (15.61, 14.97, 20.43)  -0.714
O (16.69, 15.70, 18.31)  -0.233
H (15.53, 11.79, 18.21)  0.006
H (14.43, 11.17, 19.43)  0.490
H (15.75, 12.13, 19.87)  0.452
H (13.33, 12.77, 18.19)  0.147
H (13.44, 13.56, 19.76)  0.574
H (14.37, 16.86, 17.69)  0.263
H (14.71, 17.66, 19.20)  0.361
H (13.37, 16.54, 19.12)  0.449
C (15.27, 11.70, 11.37)  -0.155
O (15.75, 10.46, 10.86)  -0.474
C (15.89, 9.54, 11.86)  0.459
O (15.67, 9.75, 13.02)  0.294
O (16.37, 8.44, 11.37)  -0.355
C (16.70, 7.41, 12.31)  -0.240
H (14.18, 11.53, 11.71)  0.255
H (15.24, 12.27, 10.47)  0.225
H (15.93, 11.95, 12.15)  -0.108
H (16.17, 6.49, 11.99)  0.278
H (16.39, 7.77, 13.28)  -0.087
H (17.81, 7.21, 12.28)  0.173
C (20.80, 17.32, 10.47)  -0.653
O (19.56, 17.14, 11.18)  0.036
C (19.30, 17.89, 12.27)  0.658
O (18.33, 17.76, 12.97)  -0.447
O (20.35, 18.73, 12.50)  -0.411
C (20.19, 19.26, 13.84)  -0.614
H (20.97, 16.48, 9.78)  0.141
H (21.65, 17.29, 11.14)  0.260
H (20.82, 18.32, 9.93)  0.294
H (19.17, 19.68, 14.02)  0.306
H (20.88, 20.18, 13.91)  0.331
H (20.64, 18.56, 14.59)  0.164
C (16.32, 14.82, 8.12)  -0.930
O (17.14, 14.40, 9.18)  -0.160
C (18.48, 14.49, 8.92)  0.523
O (18.97, 14.82, 7.88)  -0.622
O (19.19, 14.10, 9.96)  -0.526
C (18.58, 13.74, 11.21)  0.734
H (16.69, 15.71, 7.72)  0.426
H (15.34, 14.96, 8.57)  0.219
H (16.27, 14.10, 7.29)  0.294
H (17.93, 12.90, 11.17)  -0.034
H (17.93, 14.50, 11.73)  0.157
H (19.45, 13.59, 11.80)  -0.268
C (17.53, 18.42, 16.93)  -0.907
O (17.56, 17.42, 15.92)  0.465
C (16.35, 17.20, 15.46)  0.439
O (15.36, 17.93, 15.61)  -0.676
O (16.44, 16.11, 14.70)  0.434
C (15.36, 15.98, 13.79)  -0.956
H (16.72, 18.34, 17.68)  -0.002
H (17.38, 19.42, 16.57)  0.367
H (18.48, 18.43, 17.39)  0.346
H (15.39, 16.83, 13.03)  0.222
H (14.41, 16.05, 14.27)  0.346
H (15.54, 15.00, 13.37)  0.094
C (12.94, 8.17, 13.51)  -0.711
O (13.26, 8.91, 14.72)  -0.033
C (13.10, 10.23, 14.83)  0.634
O (13.58, 10.82, 15.75)  -0.376
O (12.29, 10.72, 13.90)  -0.409
C (12.17, 12.20, 13.89)  -0.402
H (13.62, 7.34, 13.55)  0.211
H (13.18, 8.79, 12.63)  0.245
H (11.97, 7.75, 13.54)  0.307
H (11.69, 12.56, 14.75)  0.342
H (11.53, 12.41, 12.96)  0.203
H (13.18, 12.61, 13.86)  0.022
C (20.61, 8.72, 13.27)  -0.165
O (20.63, 9.07, 11.89)  -0.471
C (19.70, 9.83, 11.45)  0.609
O (18.84, 10.29, 12.19)  0.020
O (19.87, 10.19, 10.20)  -0.381
C (18.69, 10.51, 9.47)  -0.164
H (21.43, 7.98, 13.44)  0.273
H (19.71, 8.19, 13.61)  0.118
H (20.79, 9.65, 13.81)  -0.114
H (18.91, 11.48, 9.02)  0.073
H (17.82, 10.53, 10.15)  -0.040
H (18.58, 9.69, 8.73)  0.299
C (16.01, 12.77, 15.51)  -0.097
O (16.90, 13.70, 16.05)  0.764
C (17.93, 13.98, 15.21)  -1.138
O (17.97, 13.56, 14.13)  -0.930
O (18.84, 14.70, 15.83)  2.742
C (19.65, 15.55, 15.07)  -0.248
H (15.15, 12.61, 16.11)  0.347
H (16.53, 11.76, 15.49)  -0.210
H (15.64, 12.96, 14.50)  -0.413
H (20.55, 14.97, 14.62)  -0.518
H (20.14, 16.33, 15.54)  0.388
H (19.01, 15.88, 14.20)  -0.458

As for the SMILES: CCOS(C)(=O)=O.CCOS(C)(=O)=O.CCOS(C)(=O)=O.CCOS(C)(=O)=O.COC(=O)OC.COC(=O)OC.COC(=O)OC.COC(=O)OC.COC(=O)OC.COC(=O)OC.COC(=O)OC. The LUMO energy is 0.1 eV. As for the HOMO-LUMO gap: 10.574 eV. The HOMO energy is -10.4356 eV. As for the calculated total energy: -5377.3437 Eh.

=====

Question: The lowest HOMO belongs to which entry?
Answer: C33H74IN8O9